[1]
Density functional theory data (ωB97M-V with the def2-TZVPD basis set) for one molecule with the formula C8H9NS2.

- SMILES: S=Cc1ccccc1CNS
- HOMO-LUMO gap: 7.56 eV
- 2S+1: 1
- ΔE to the lowest compared entry with this formula, charge and spin: 224.75 kJ/mol
- LUMO level: -0.79 eV

```
20
Properties=species:S:1:pos:R:3:nbo_charge:R:1
S 2.660 1.322 -1.695 0.042
C 2.308 0.928 -0.175 -0.265
C 1.111 0.420 0.502 -0.152
C 1.048 0.592 1.891 -0.161
C -0.045 0.115 2.582 -0.221
C -0.904 -0.760 1.957 -0.180
C -0.913 -0.947 0.600 -0.218
C 0.056 -0.306 -0.185 0.023
C -0.060 -0.431 -1.740 -0.285
N -1.091 0.561 -2.273 -0.763
S -2.690 0.122 -1.846 0.153
H 3.063 1.284 0.482 0.196
H 1.852 0.982 2.508 0.221
H 0.060 0.196 3.708 0.220
H -1.595 -1.442 2.480 0.220
H -1.684 -1.535 0.098 0.233
H 0.977 -0.214 -2.330 0.255
H -0.413 -1.533 -1.953 0.208
H -0.984 1.539 -1.961 0.386
H -2.756 -0.892 -2.651 0.090
```

=====

[2]
Density functional theory data (ωB97M-V with the def2-TZVPD basis set) for one molecule with the formula C15H21NO5S.

- SMILES: COc1ccc(S(N)(=O)=O)cc1C(=O)OCC1CCCCC1
- HOMO-LUMO gap: 9.78 eV
- 2S+1: 1
- ΔE to the lowest compared entry with this formula, charge and spin: 0.00 kJ/mol
- LUMO level: 0.58 eV

```
43
Properties=species:S:1:pos:R:3:nbo_charge:R:1
C 0.362 3.109 -0.082 -0.256
O 0.542 1.710 -0.126 -0.497
C 1.794 1.211 -0.158 0.430
C 2.950 1.994 -0.148 -0.329
C 4.199 1.400 -0.138 -0.133
C 4.306 0.025 -0.123 -0.379
S 5.916 -0.730 -0.065 2.307
N 6.076 -0.994 1.590 -1.076
O 5.877 -1.999 -0.728 -0.933
O 6.909 0.234 -0.443 -0.941
C 3.181 -0.772 -0.131 -0.116
C 1.922 -0.192 -0.167 -0.215
C 0.732 -1.097 -0.190 0.796
O 0.641 -2.086 0.491 -0.590
O -0.170 -0.705 -1.085 -0.494
C -1.364 -1.480 -1.186 -0.068
C -2.431 -0.983 -0.208 -0.242
C -2.805 0.466 -0.514 -0.405
C -3.858 0.968 0.469 -0.395
C -5.098 0.081 0.414 -0.396
C -4.730 -1.369 0.713 -0.392
C -3.673 -1.871 -0.267 -0.397
H 0.820 3.544 0.811 0.182
H -0.716 3.264 -0.043 0.205
H 0.763 3.594 -0.976 0.183
H 2.883 3.070 -0.151 0.227
H 5.101 1.990 -0.146 0.243
H 6.917 -0.579 1.956 0.405
H 6.013 -1.971 1.824 0.402
H 3.282 -1.845 -0.130 0.251
H -1.699 -1.365 -2.219 0.189
H -1.126 -2.530 -0.985 0.206
H -2.006 -1.035 0.801 0.208
H -1.908 1.085 -0.465 0.222
H -3.201 0.526 -1.531 0.191
H -4.127 1.999 0.231 0.204
H -3.447 0.953 1.481 0.194
H -5.841 0.432 1.134 0.207
H -5.543 0.143 -0.582 0.192
H -5.620 -1.999 0.651 0.208
H -4.340 -1.440 1.731 0.196
H -3.405 -2.902 -0.028 0.211
H -4.080 -1.856 -1.281 0.194
```

=====

[3]
Density functional theory data (ωB97M-V with the def2-TZVPD basis set) for C22H24Cl3IN5OPb as an isolated structure.

- HOMO-LUMO gap: 4.53 eV
- 2S+1: 1
- Charge: +3
- ΔE to the lowest compared entry with this formula, charge and spin: 93.52 kJ/mol
- LUMO level: -11.22 eV

```
57
Properties=species:S:1:pos:R:3:nbo_charge:R:1
Pb 0.300 -0.003 -0.614 1.387
C -1.701 2.709 -0.320 -0.244
C -0.723 3.037 -1.434 -0.243
N 0.612 2.426 -1.220 -0.668
C 1.437 3.085 -0.195 -0.281
C 1.146 2.598 1.204 0.231
C 1.391 3.414 2.294 -0.232
C 1.113 2.939 3.565 -0.087
C 0.568 1.673 3.707 -0.237
C 0.349 0.908 2.575 0.223
C -0.236 -0.482 2.700 -0.282
N -0.870 -0.960 1.464 -0.662
C -2.309 -0.629 1.348 -0.240
C -2.536 0.846 1.070 -0.244
N -1.910 1.251 -0.204 -0.675
N 0.658 1.358 1.352 -0.584
H -1.322 3.069 0.637 0.210
H -2.640 3.237 -0.502 0.237
H -1.103 2.664 -2.388 0.222
H -0.636 4.123 -1.527 0.232
H 1.117 2.473 -2.099 0.411
H 2.487 2.883 -0.425 0.248
H 1.309 4.171 -0.226 0.233
H 1.782 4.412 2.145 0.255
H 1.295 3.558 4.434 0.260
H 0.304 1.285 4.682 0.254
H 0.564 -1.178 2.965 0.240
H -0.942 -0.491 3.535 0.232
H -0.773 -1.969 1.430 0.405
H -2.723 -1.231 0.536 0.217
H -2.843 -0.907 2.261 0.228
H -3.610 1.049 1.071 0.237
H -2.105 1.454 1.866 0.211
H -2.523 0.960 -0.963 0.395
Cl 0.966 -9.861 -2.563 0.321
C 0.811 -8.290 -2.065 0.190
C 0.082 -7.392 -2.900 -0.302
C -0.062 -6.108 -2.512 0.005
Cl -0.909 -4.984 -3.420 0.216
C 0.544 -5.614 -1.213 0.466
O 0.432 -4.478 -0.852 -0.391
C 1.294 -6.647 -0.396 0.005
Cl 1.958 -6.119 1.051 0.214
C 1.412 -7.919 -0.825 -0.302
H -0.345 -7.760 -3.823 0.290
H 1.944 -8.667 -0.253 0.290
I 5.373 -0.651 3.431 0.265
C 4.708 -0.453 1.475 -0.194
C 5.589 -0.384 0.403 -0.158
C 5.072 -0.249 -0.876 -0.216
C 3.700 -0.185 -1.040 0.021
N 2.847 -0.243 -0.011 -0.526
C 3.348 -0.375 1.219 0.003
H 6.658 -0.432 0.562 0.259
H 5.725 -0.190 -1.736 0.256
H 3.267 -0.086 -2.030 0.203
H 2.642 -0.408 2.040 0.194
```

=====

[4]
Density functional theory data (ωB97M-V with the def2-TZVPD basis set) for C22H43N2OsP3Se as an isolated structure.

- HOMO-LUMO gap (alpha / beta): 8.76 / 4.89 eV
- 2S+1: 5
- Charge: +4
- ΔE to the lowest compared entry with this formula, charge and spin: 0.00 kJ/mol
- LUMO level (alpha / beta): -11.19 / -15.02 eV
- <S²>: 6.057

```
72
Properties=species:S:1:pos:R:3:mulliken_spin:R:1
Os -0.475 -0.567 0.395 1.591
P -0.089 1.534 1.750 0.026
P -2.642 0.163 0.137 0.120
P 1.914 -0.291 -0.019 0.078
H -1.553 -1.404 -1.965 0.005
C -0.759 -1.581 -1.264 -0.078
C -0.957 -2.443 -0.085 0.058
H -2.020 -2.685 0.207 0.029
C 0.305 3.083 0.842 0.017
C -1.432 2.203 2.839 0.007
C 1.288 1.500 2.974 0.007
C -3.664 -0.602 -1.171 0.014
C -3.661 -0.203 1.628 0.029
C -2.968 1.924 -0.270 0.009
C 2.434 -1.284 -1.464 0.006
C 3.135 -0.853 1.278 0.026
C 2.781 1.276 -0.469 0.012
H 0.154 -1.758 -1.850 0.002
H -0.389 -3.393 -0.062 0.038
H 0.155 3.936 1.514 0.002
H -0.339 3.200 -0.030 -0.013
H 1.342 3.093 0.507 -0.002
H -1.162 3.218 3.130 -0.001
H -1.534 1.608 3.746 0.001
H -2.390 2.236 2.335 -0.002
H 1.314 2.450 3.520 0.000
H 2.258 1.354 2.498 0.000
H 1.129 0.693 3.698 0.000
H -4.677 -0.209 -1.082 0.001
H -3.685 -1.689 -1.075 -0.001
H -3.257 -0.336 -2.157 0.001
H -4.716 -0.046 1.355 0.002
H -3.398 0.443 2.470 0.000
H -3.514 -1.254 1.923 0.002
H -4.055 2.089 -0.202 0.001
H -2.627 2.116 -1.296 0.000
H -2.458 2.620 0.400 -0.001
H 3.489 -1.073 -1.720 0.002
H 1.818 -1.006 -2.332 -0.003
H 2.313 -2.367 -1.269 0.001
H 4.039 -0.216 1.209 0.005
H 3.434 -1.894 1.101 -0.003
H 2.728 -0.764 2.291 -0.001
H 3.749 1.015 -0.927 0.000
H 2.988 1.905 0.409 0.000
H 2.200 1.850 -1.201 -0.012
C 0.415 1.931 -4.511 0.303
C 0.109 0.578 -4.642 -0.007
C 0.466 -0.065 -5.829 0.209
C 1.197 0.613 -6.798 0.264
C 1.736 1.888 -6.531 0.054
C 1.395 2.526 -5.316 0.097
Se -0.490 2.955 -3.165 0.025
H 0.633 2.690 -2.263 0.039
H -0.455 0.078 -3.844 0.023
H 0.152 -1.101 -5.990 0.004
H 1.385 0.143 -7.768 -0.002
H 2.388 2.373 -7.237 0.007
H 1.839 3.472 -5.009 -0.001
N 1.060 -3.460 1.588 0.377
C 0.464 -2.935 2.713 0.103
C 0.556 -3.711 3.884 0.144
C 0.076 -3.192 5.057 -0.024
C -0.543 -1.924 5.006 0.192
C -0.711 -1.306 3.768 0.144
N -0.200 -1.789 2.629 0.038
H 1.401 -2.816 0.870 -0.013
H 1.644 -4.310 1.764 -0.017
H 1.038 -4.702 3.792 0.001
H 0.170 -3.722 5.992 0.006
H -0.936 -1.437 5.898 -0.004
H -1.333 -0.363 3.696 0.063
```

=====

[5]
Density functional theory data (ωB97M-V with the def2-TZVPD basis set) for HNO2S2 as an isolated structure.

- HOMO-LUMO gap (alpha / beta): 7.10 / 7.11 eV
- 2S+1: 1
- ΔE to the lowest compared entry with this formula, charge and spin: 275.38 kJ/mol
- LUMO level (alpha / beta): -3.23 / -3.18 eV

```
6
Properties=species:S:1:pos:R:3:nbo_charge:R:1
N -1.017 -1.956 -0.849 0.401
O -0.360 -1.868 0.148 -0.360
O -1.384 -2.942 -1.427 -0.352
S -0.725 1.266 0.394 -0.076
S -1.535 -0.485 -1.647 0.250
H 0.316 0.474 0.636 0.139
```

=====

[6]
Density functional theory data (ωB97M-V with the def2-TZVPD basis set) for C4H9NO2 as an isolated structure.

- HOMO-LUMO gap: 10.23 eV
- 2S+1: 1
- ΔE to the lowest compared entry with this formula, charge and spin: 253.72 kJ/mol
- LUMO level: 0.68 eV

```
16
Properties=species:S:1:pos:R:3:nbo_charge:R:1
N 1.856 0.030 1.550 -0.814
C 1.192 -0.980 1.001 0.675
O 1.202 -2.081 1.517 -0.629
C 0.544 -0.673 -0.262 -0.550
C -0.814 -0.149 0.084 -0.365
C -1.371 0.659 -1.001 -0.101
O -0.594 1.867 -0.970 -0.731
H 2.132 -0.108 2.506 0.403
H 1.761 0.932 1.135 0.393
H 1.296 -0.170 -0.880 0.231
H 0.554 -1.686 -0.682 0.241
H -1.416 -1.441 -0.016 0.203
H -1.041 0.388 1.017 0.233
H -1.140 0.119 -1.931 0.166
H -2.423 0.924 -0.836 0.177
H -0.881 2.256 -1.803 0.468
```

=====

no.,F_max (eV Å⁻¹)
1,3.3
2,0.7
3,0.2
4,5.7
5,3.0
6,5.5